161
Properties=species:S:1:pos:R:3:forces:R:3 method="wB97M-V/def2-TZVPD" gap_ev=7.0689 homo_ha=-0.3207 lumo_energy_ev=-1.66
C 1.427 3.905 -2.988 0.654 -0.280 0.848
C -0.115 3.464 -2.647 -0.659 0.740 -0.070
C -1.176 3.728 -3.912 1.656 -0.515 0.058
C -1.418 2.309 -4.696 -0.241 0.874 -1.123
C -2.890 1.626 -4.464 0.688 -0.029 -0.501
C -3.082 0.924 -2.971 -1.795 0.593 -0.141
C -3.529 -0.656 -3.086 -0.457 0.284 -0.409
C -3.768 -1.402 -1.637 0.360 -0.001 0.346
C -2.629 -2.596 -1.364 -1.184 1.217 0.236
C -1.682 -2.038 -0.153 -0.238 -0.225 0.470
C -0.217 -2.751 -0.008 0.706 0.737 0.194
C 0.452 -3.285 -1.405 1.428 -1.828 -3.249
C 0.705 -2.263 -2.705 0.744 -3.097 -0.736
C 0.361 -0.660 -2.709 0.163 -0.640 -0.729
C 1.679 0.205 -2.256 -0.201 -0.214 0.684
C 2.833 -0.707 -1.482 -0.022 0.925 -0.450
C 1.384 -2.857 -4.114 -0.613 -2.007 2.651
O 1.591 -1.949 -5.268 -2.375 -1.837 2.077
C 1.846 -4.419 -4.299 -1.542 0.725 2.648
C 2.553 -4.841 -5.743 -0.903 1.248 0.427
C 4.092 -4.273 -5.677 0.247 -1.476 0.821
O 4.622 -3.755 -6.947 -1.653 1.133 1.553
C 4.077 -2.432 -7.288 0.218 1.562 -1.106
C 4.562 -1.217 -6.270 0.312 0.270 0.122
C 1.613 -5.431 -3.030 -0.521 2.893 0.062
C 0.925 -4.867 -1.614 0.512 1.324 -1.838
C 0.776 -6.028 -0.419 -3.346 -0.058 2.014
O -0.297 -6.119 0.387 6.777 0.594 -4.722
C 2.056 -7.102 -0.355 1.737 -1.061 -3.310
C 2.723 -7.675 1.029 -1.769 -1.350 0.381
Br 4.634 -7.025 1.324 -1.205 -0.641 -0.652
C 1.914 -7.298 2.403 -0.311 2.165 -0.951
C 2.189 -5.673 2.665 -0.859 0.664 0.448
Br 2.637 -8.248 4.025 -0.460 0.417 -1.080
C 2.679 -7.611 -1.643 -1.628 1.319 2.419
C 3.904 -8.698 -1.721 0.175 0.306 -0.909
C 2.092 -7.032 -3.099 -0.814 -1.948 -2.871
O 1.989 -7.798 -4.188 0.903 4.742 6.611
H 1.890 3.386 -3.938 -1.144 1.001 1.739
H 1.581 5.081 -3.084 -0.656 -2.524 0.063
H 2.128 3.584 -2.077 -1.692 0.706 -1.999
H -0.465 4.121 -1.734 0.709 -1.379 -1.657
H -0.226 2.327 -2.348 0.525 2.358 -0.504
H -2.163 4.226 -3.529 1.893 -0.945 -0.920
H -0.563 4.421 -4.666 -1.722 -1.178 1.667
H -1.346 2.558 -5.861 -0.187 -0.650 2.417
H -0.503 1.619 -4.460 -1.874 1.034 -0.348
H -3.692 2.475 -4.679 1.616 -1.794 0.691
H -3.033 0.841 -5.352 0.232 1.425 2.117
H -4.015 1.488 -2.484 2.008 -1.200 -0.801
H -2.182 1.124 -2.242 -1.591 -0.582 -1.604
H -2.722 -1.180 -3.771 -1.545 0.723 1.550
H -4.561 -0.729 -3.681 2.299 0.405 1.130
H -3.674 -0.587 -0.777 -0.203 -1.672 -1.783
H -4.855 -1.858 -1.521 2.272 1.006 -0.560
H -2.095 -2.749 -2.394 -0.709 0.037 2.229
H -3.212 -3.574 -1.031 1.563 1.942 -0.728
H -2.275 -2.255 0.861 1.286 0.491 -2.128
H -1.543 -0.853 -0.173 -0.368 -2.594 -0.306
H -0.299 -3.551 0.845 0.426 1.139 -2.171
H 0.521 -1.912 0.412 -1.479 -1.790 -0.911
H 0.068 -0.389 -3.834 0.665 -0.607 2.509
H -0.556 -0.342 -2.056 1.754 -1.114 -1.125
H 1.290 1.017 -1.473 1.027 -1.613 -1.973
H 2.117 0.704 -3.233 -0.702 -0.859 2.206
H 3.352 -1.408 -2.283 -0.996 1.398 1.916
H 2.382 -1.346 -0.590 0.938 1.360 -2.009
H 3.597 0.086 -1.029 -1.463 -2.091 -1.075
H 0.662 -1.804 -5.647 1.843 -0.248 0.762
H 1.958 -4.231 -6.572 1.284 -1.296 1.788
H 2.458 -5.978 -5.999 0.268 2.261 0.841
H 4.152 -3.534 -4.772 -0.005 -1.044 -1.963
H 4.779 -5.204 -5.379 -1.358 2.121 -0.808
H 4.543 -2.149 -8.350 -0.915 -0.878 2.322
H 2.899 -2.436 -7.473 2.516 -0.114 0.808
H 4.117 -0.159 -6.572 0.719 -2.406 0.412
H 5.739 -1.090 -6.317 -2.445 -0.473 0.058
H 4.264 -1.390 -5.149 0.489 0.224 -2.218
H 2.738 -8.864 0.954 0.357 2.715 0.045
H 0.748 -7.539 2.337 2.786 0.475 -0.019
H 3.054 -5.505 3.447 -1.693 -0.477 -1.850
H 1.228 -5.137 3.124 1.942 -1.384 -0.997
H 2.435 -5.097 1.653 -0.456 -1.385 2.155
H 3.753 -9.397 -2.676 0.058 1.567 2.191
H 4.937 -8.139 -1.922 -2.340 -0.951 0.541
H 4.058 -9.348 -0.759 -0.591 1.389 -1.855
C -7.622 -0.883 -0.311 -0.113 -0.050 -0.042
Cl -7.266 -2.623 -0.160 -0.096 0.403 -0.019
Cl -7.641 -0.428 -2.033 0.049 -0.098 0.415
Cl -9.213 -0.538 0.413 0.439 -0.086 -0.163
Cl -6.368 0.056 0.538 -0.450 0.475 -1.303
C -4.493 6.191 -1.741 -0.032 0.103 0.017
Cl -5.565 6.461 -3.138 0.278 -0.089 0.344
Cl -4.383 4.444 -1.407 0.001 0.356 -0.163
Cl -2.870 6.830 -2.104 -0.389 -0.178 0.096
Cl -5.155 7.028 -0.314 0.173 -0.224 -0.337
C 5.560 4.439 -1.889 0.105 0.055 0.110
Cl 4.695 3.018 -2.529 0.411 0.217 0.034
Cl 5.510 4.413 -0.109 0.216 0.208 -0.500
Cl 7.254 4.400 -2.437 -0.535 0.026 0.131
Cl 4.778 5.926 -2.483 0.195 -0.372 0.125
C 2.335 2.161 1.788 0.026 -0.062 -0.075
Cl 2.356 3.756 2.583 -0.020 -0.354 -0.190
Cl 0.650 1.612 1.602 0.371 0.082 0.007
Cl 3.099 2.287 0.183 -0.391 0.022 0.761
Cl 3.235 0.989 2.784 -0.224 0.276 -0.255
C -3.314 2.085 2.949 -0.028 0.053 0.196
Cl -2.652 0.493 2.502 -0.144 0.323 0.030
Cl -4.086 2.828 1.526 0.178 -0.172 0.333
Cl -4.522 1.884 4.243 0.452 -0.022 -0.444
Cl -1.995 3.136 3.526 -0.370 -0.220 -0.130
C -5.390 5.401 6.540 0.023 -0.002 -0.109
Cl -5.348 7.167 6.770 -0.091 -0.595 -0.503
Cl -3.853 4.692 7.098 -0.863 -0.149 -0.422
Cl -6.737 4.710 7.479 0.160 -0.080 -0.399
Cl -5.620 5.033 4.812 -0.014 0.256 0.450
C -5.591 -2.029 4.353 -0.082 0.004 0.094
Cl -5.587 -0.975 5.789 -0.017 -0.329 -0.180
Cl -6.761 -3.352 4.591 0.027 0.634 -0.006
Cl -6.052 -1.078 2.919 0.313 -0.891 1.275
Cl -3.963 -2.713 4.114 -0.258 0.449 0.041
C 1.802 -12.352 2.998 0.045 -0.033 0.065
Cl 1.348 -10.875 2.111 -0.053 -0.511 0.079
Cl 1.450 -13.780 1.993 0.084 0.352 0.238
Cl 3.543 -12.306 3.375 -0.438 0.017 -0.107
Cl 0.868 -12.446 4.512 0.237 0.054 -0.401
C 9.227 6.982 -4.694 -0.159 0.253 -0.053
Cl 8.776 7.973 -3.283 0.120 -0.295 -0.341
Cl 10.458 7.840 -5.654 -0.296 -0.226 0.264
Cl 9.887 5.423 -4.137 0.042 0.517 0.447
Cl 7.786 6.691 -5.700 -0.024 0.537 0.584
C -0.176 6.240 8.678 -0.004 0.108 0.043
Cl 0.507 5.165 7.431 -0.169 0.227 0.251
Cl -1.898 6.535 8.330 0.951 0.135 0.258
Cl -0.016 5.471 10.277 -0.054 0.201 -0.519
Cl 0.704 7.789 8.673 -0.175 -0.350 0.004
C -4.408 10.522 4.533 0.061 0.016 0.002
Cl -4.388 12.117 5.328 -0.014 -0.389 -0.189
Cl -6.093 9.973 4.347 0.396 0.117 0.051
Cl -3.645 10.649 2.928 -0.193 -0.041 0.384
Cl -3.508 9.350 5.529 -0.033 0.556 -0.368
C 9.572 4.037 -8.513 0.036 0.009 0.035
Cl 9.880 2.283 -8.568 -0.083 0.406 -0.003
Cl 9.606 4.593 -6.820 0.397 -0.958 -1.301
Cl 10.829 4.890 -9.443 -0.295 -0.190 0.208
Cl 7.973 4.381 -9.219 0.329 -0.065 0.144
C -4.601 -6.615 4.476 0.024 0.026 -0.020
Cl -4.597 -5.560 5.912 0.088 -0.488 -0.209
Cl -5.771 -7.937 4.713 0.270 0.321 -0.054
Cl -5.062 -5.663 3.041 0.189 -0.612 0.151
Cl -2.973 -7.298 4.236 -0.387 0.178 0.055
C -5.222 7.809 10.736 0.163 0.024 0.097
Cl -5.676 9.286 9.849 0.094 -0.347 0.157
Cl -5.574 6.381 9.731 0.027 0.396 0.980
Cl -3.481 7.855 11.113 -0.418 0.595 -0.254
Cl -6.156 7.715 12.250 0.146 0.099 -0.367
C -2.675 4.657 13.412 -0.157 -0.027 -0.033
Cl -2.030 3.042 13.022 -0.121 0.394 0.082
Cl -1.373 5.865 13.275 -0.320 -0.252 0.190
Cl -3.985 5.063 12.276 0.401 -0.787 0.556
Cl -3.311 4.656 15.076 0.164 0.008 -0.393

=====

9
Properties=species:S:1:pos:R:3:forces:R:3 method="wB97M-V/def2-TZVPD" gap_ev=8.9368 homo_ha=-0.3460 relative_energy_kj_mol=116.32 lumo_energy_ev=-0.48
N 0.098 -0.065 1.465 -0.823 2.882 -0.793
O -1.436 0.154 -1.261 -2.475 1.305 2.321
P 1.052 -0.290 0.146 0.128 0.541 0.857
S 1.500 1.528 -0.446 0.130 -1.543 -0.296
S 1.528 -2.155 -0.199 -0.340 1.734 0.034
H -0.068 -0.732 2.192 -0.300 -0.252 0.072
H -0.368 0.942 1.477 1.391 -3.177 0.355
H -1.430 1.016 -1.661 0.273 0.435 -0.423
H -0.877 -0.398 -1.713 2.017 -1.926 -2.126

=====

24
Properties=species:S:1:pos:R:3:forces:R:3 method="wB97M-V/def2-TZVPD" smiles="NC(=O)NCCO.O.O.O" gap_ev=9.9163 homo_ha=-0.3551 relative_energy_kj_mol=46.95 lumo_energy_ev=0.25
N 0.934 -1.540 -1.560 -0.880 2.276 1.424
C 1.159 -0.128 -1.207 -3.472 -2.495 0.194
O 2.271 0.285 -1.262 1.562 1.316 0.082
N 0.025 0.565 -0.732 0.096 1.561 0.647
C -1.387 0.034 -0.485 2.893 -2.883 1.459
C -2.195 0.897 0.388 -1.621 0.928 0.855
O -2.595 1.998 -0.395 -3.064 0.412 -1.107
H 0.013 -1.861 -1.782 -0.549 0.217 0.118
H 1.576 -1.905 -2.206 1.220 -0.136 -0.744
H 0.187 1.597 -0.404 -0.155 -2.868 -0.938
H -1.342 -0.928 0.174 0.354 1.135 -1.686
H -1.879 -0.176 -1.442 -0.046 0.087 0.302
H -3.158 0.422 0.680 0.933 -0.574 0.002
H -1.779 1.246 1.372 0.327 -0.333 -1.167
H -3.500 1.672 -0.766 2.530 1.478 0.679
O 1.861 2.615 1.603 0.119 0.561 -2.219
H 2.486 2.281 0.924 -0.562 0.267 0.569
H 2.066 2.139 2.375 0.429 -0.920 1.529
O 2.998 -1.669 1.592 0.305 -0.364 1.675
H 2.304 -1.035 1.600 -1.123 0.982 0.664
H 3.096 -1.716 0.673 0.771 -0.562 -2.402
O -2.877 -2.444 0.993 -0.969 -1.602 -4.645
H -2.652 -2.642 1.839 1.067 -0.505 4.313
H -2.854 -3.374 0.597 -0.166 2.023 0.399

=====

22
Properties=species:S:1:pos:R:3:forces:R:3 method="wB97M-V/def2-TZVPD" gap_ev=9.5538 homo_ha=-0.3167 relative_energy_kj_mol=260.81 lumo_energy_ev=0.94
C 0.247 -1.280 -0.296 1.224 -0.545 -0.813
C -0.631 1.415 -0.389 0.609 -3.757 -0.403
C 0.740 -2.202 -1.130 1.789 -0.877 -0.139
C -1.211 2.286 -1.161 -2.024 -2.499 -0.994
C 1.092 -0.831 0.862 2.507 -0.465 -3.441
C 0.401 1.627 0.635 0.522 -1.810 1.125
C 1.606 0.660 0.607 -2.268 -2.696 5.027
C -1.031 -0.604 -0.506 0.923 4.282 2.574
P -2.426 -0.840 0.641 -0.638 2.007 -0.353
H 0.264 -2.671 -1.971 -0.725 0.372 -0.320
H 1.809 -2.630 -1.067 -1.741 0.830 0.533
H -2.081 1.975 -1.755 0.436 0.226 0.031
H -0.846 3.229 -1.308 0.732 2.517 0.060
H 0.447 -1.033 1.675 0.045 0.457 1.753
H 2.012 -1.541 0.788 -1.573 1.208 0.870
H 0.945 2.523 0.692 -0.448 2.182 -0.194
H -0.240 1.457 1.495 0.556 0.310 1.007
H 2.402 0.711 1.428 -1.203 1.085 -1.064
H 1.998 0.858 -0.299 1.900 -0.312 -3.193
H -1.385 -0.663 -1.455 -0.925 -0.220 -2.880
H -1.851 -0.256 1.823 -0.013 -0.971 -0.160
H -2.261 -2.188 0.692 0.315 -1.324 0.973

=====

73
Properties=species:S:1:pos:R:3:forces:R:3 method="wB97M-V/def2-TZVPD" gap_ev="5.3453 / 7.8015" multiplicity=6 homo_ha="-0.1969 / -0.2959" relative_energy_kj_mol=0.00 lumo_energy_ev="-0.01 / -0.25"
Mn -0.233 0.833 2.434 1.589 0.581 0.668
C -1.882 1.731 -3.863 -0.438 -0.656 -0.086
C -2.017 0.423 -3.588 -0.660 1.186 -0.755
C -1.241 -0.664 -4.255 0.326 -0.110 0.045
C 0.257 -0.325 -4.495 0.065 -0.241 -0.470
C 0.927 0.486 -3.419 0.209 0.367 -0.193
C 0.982 1.824 -3.473 0.483 -0.493 -0.439
C 0.410 2.592 -4.650 -0.166 0.474 0.191
C -1.066 2.260 -4.988 0.105 0.106 -0.156
C 1.337 0.875 3.806 0.860 1.214 0.857
H -2.435 2.529 -3.379 -0.119 -0.466 0.126
H -2.825 0.053 -2.966 0.210 0.425 0.054
H -1.698 -0.915 -5.227 0.102 -0.096 0.283
H -1.335 -1.547 -3.606 0.156 0.009 -0.304
H 0.805 -1.280 -4.622 -0.233 0.514 -0.098
H 0.327 0.251 -5.434 0.160 -0.578 0.300
H 1.448 -0.118 -2.681 -0.047 0.448 0.242
H 1.522 2.447 -2.749 -0.175 -0.585 -0.020
H 0.962 2.401 -5.587 0.209 0.165 0.512
H 0.501 3.666 -4.411 -0.022 -0.406 -0.271
H -1.572 3.183 -5.326 0.307 -0.502 -0.225
H -1.086 1.496 -5.776 -0.098 0.530 -0.133
H 0.947 1.557 4.570 0.305 0.064 0.214
H 2.323 1.267 3.528 0.024 -0.217 0.316
H 1.480 -0.079 4.320 -0.152 -0.089 -0.188
P 1.651 -0.398 1.420 2.341 0.248 -0.245
P -1.398 -0.983 1.426 -2.395 -0.140 0.611
N 2.828 0.853 0.858 -0.731 -0.573 0.055
N 2.782 -1.656 1.996 -0.099 0.367 0.334
N -2.270 0.355 0.657 1.367 0.381 -0.412
N -2.822 -1.908 1.768 0.036 -0.690 0.214
C 0.964 -1.160 -0.055 0.246 -0.708 -1.185
C -0.426 -1.817 0.159 -0.092 -0.372 -0.570
C 2.770 2.161 1.335 0.716 0.417 -0.704
C 3.772 2.908 0.736 -0.812 -1.197 0.075
C 4.464 2.042 -0.172 -0.980 -0.995 0.675
C 3.869 0.781 -0.067 0.137 1.173 0.136
C 3.603 -1.486 3.114 0.368 -1.187 -0.136
C 4.336 -2.653 3.323 -0.869 0.944 -0.729
C 3.951 -3.578 2.304 -0.518 0.632 -0.239
C 2.995 -2.948 1.525 0.242 -0.291 0.020
C -2.170 1.666 1.179 -0.883 0.029 -0.421
C -2.623 2.539 0.198 0.420 -0.367 0.475
C -2.882 1.786 -0.960 -0.143 -1.177 0.103
C -2.620 0.443 -0.665 -0.359 0.846 0.843
C -3.986 -2.138 1.026 -0.251 -0.841 0.771
C -4.840 -2.939 1.782 1.295 0.797 -0.112
C -4.186 -3.186 3.043 0.596 0.405 -0.699
C -2.955 -2.563 2.993 -0.728 -0.317 -0.264
H 1.655 -1.913 -0.449 -0.183 0.156 -0.321
H 0.892 -0.367 -0.806 -0.064 0.026 0.180
H -0.995 -1.901 -0.777 0.388 -0.125 0.038
H -0.292 -2.834 0.564 -0.133 0.218 -0.083
H 2.037 2.447 2.069 0.085 0.014 -0.083
H 3.969 3.943 0.944 0.049 0.130 -0.048
H 5.293 2.335 -0.792 0.071 -0.217 -0.095
H 4.084 -0.147 -0.562 0.113 -0.104 -0.063
H 3.577 -0.574 3.676 0.045 0.169 0.025
H 5.074 -2.824 4.090 -0.082 0.117 0.031
H 4.349 -4.578 2.161 -0.245 0.260 -0.015
H 2.438 -3.317 0.674 0.209 -0.038 0.167
H -2.146 1.793 2.263 -0.123 0.223 -0.539
H -2.783 3.606 0.321 0.109 -0.288 0.000
H -3.254 2.173 -1.892 -0.061 -0.160 0.290
H -2.681 -0.501 -1.185 -0.033 0.430 -0.276
H -4.067 -1.748 0.028 -0.205 0.020 0.021
H -5.807 -3.313 1.484 0.042 0.135 -0.060
H -4.577 -3.760 3.873 0.108 0.116 -0.132
H -2.155 -2.493 3.711 -0.139 -0.008 0.043
Cl -1.151 -0.593 5.019 -0.010 -0.201 0.490
C -1.453 0.865 4.038 -1.319 0.158 0.627
H -2.527 0.903 3.846 -0.176 -0.003 0.526
H -1.128 1.732 4.616 -0.349 -0.056 0.214

=====

Short version: max |F| = 8.3 3.6 5.0 6.1 2.5 eV/A, in the order given.